DFT (wB97M-V/def2-TZVPD) results for a molecular structure, C41H43N6OZr at a distorted geometry.

Summary:
ΔE to the lowest compared entry with this formula, charge and spin in kcal/mol: 15.3
E_LUMO in eV: -9.85
Electronic energy in eV: -55461.827
HOMO level in eV: -13.91

Structure (ORCA input):
```
! wB97M-V def2-TZVPD RIJCOSX def2/J DEFGRID3
* xyz 3 1
Zr -0.804 -0.967 -1.577
C 2.139 2.115 -2.725
C 1.535 0.716 -2.695
C 1.968 -0.014 -1.402
C 1.966 -0.212 -3.812
C 3.173 -0.114 -4.480
C 3.577 -1.144 -5.320
C 2.838 -2.311 -5.395
C 1.611 -2.442 -4.745
C 0.907 -3.783 -4.749
C -0.188 -3.890 -5.819
C 0.383 -4.188 -3.360
C 1.147 -1.336 -4.028
N -0.183 -1.280 -3.520
C -1.187 -1.260 -4.387
C -2.490 -1.283 -3.886
C -3.759 -1.450 -4.479
C -4.675 -1.502 -3.446
C -3.973 -1.356 -2.238
N -2.648 -1.234 -2.484
C -4.535 -1.409 -0.849
C -5.758 -0.493 -0.739
C -4.923 -2.875 -0.590
C -3.469 -0.984 0.174
H 1.671 2.730 -1.958
H 1.970 2.582 -3.691
H 3.209 2.091 -2.535
H 0.420 0.824 -2.734
H 3.051 -0.153 -1.440
H 1.515 -1.032 -1.332
H 1.756 0.588 -0.515
H 3.796 0.755 -4.355
H 4.498 -1.057 -5.871
H 3.215 -3.136 -5.979
H 1.676 -4.514 -5.015
H -1.145 -3.529 -5.448
H -0.314 -4.927 -6.115
H 0.084 -3.329 -6.710
H -0.475 -3.576 -3.011
H 1.191 -4.138 -2.626
H 0.040 -5.220 -3.417
H -0.986 -1.232 -5.456
H -3.957 -1.568 -5.527
H -5.733 -1.634 -3.533
H -6.569 -0.845 -1.366
H -5.514 0.523 -1.042
H -6.123 -0.471 0.283
H -5.714 -3.187 -1.266
H -5.283 -2.993 0.428
H -4.062 -3.531 -0.741
H -3.167 0.060 0.003
H -2.609 -1.681 0.123
H -3.889 -1.050 1.178
C 3.612 6.146 9.197
O 3.524 4.736 9.092
C 3.046 4.172 8.004
C 2.596 4.868 6.861
C 2.082 4.185 5.793
C 1.997 2.778 5.794
C 2.463 2.080 6.932
C 2.975 2.756 8.006
C 1.438 2.124 4.654
N 0.890 2.755 3.618
C 0.481 1.813 2.765
C 0.787 0.522 3.274
N 1.385 0.757 4.471
C 0.496 -0.658 2.562
C 0.686 -1.970 3.029
C 0.407 -3.045 2.207
C -0.016 -2.812 0.898
N -0.233 -1.590 0.413
C -0.039 -0.496 1.232
C -0.371 0.794 0.722
N -0.893 0.885 -0.555
C -1.251 2.088 -1.025
C -1.132 3.257 -0.287
C -0.577 3.202 0.986
C -0.165 1.974 1.503
H 3.999 6.352 10.194
H 2.630 6.611 9.079
H 4.296 6.550 8.445
H 2.656 5.944 6.826
H 1.731 4.715 4.922
H 2.408 1.003 6.983
H 3.333 2.238 8.883
H 1.763 0.071 5.106
H 1.046 -2.146 4.031
H 0.525 -4.058 2.555
H -0.190 -3.643 0.210
H -1.666 2.101 -2.038
H -1.463 4.193 -0.707
H -0.461 4.094 1.583
*
```

Löwdin atomic charge list, values in e, 5 entries: Zr 1.94; C -0.03; C -0.38; C -0.04; C -0.15

DFT (wB97M-V/def2-TZVPD) results for a molecular structure, C41H44Cl3CoN4OS.

Summary:
ΔE to the lowest compared entry with this formula, charge and spin in kcal/mol: 10.0
E_LUMO (alpha / beta) in eV: -2.98 / -3.17
Electronic energy in eV: -137265.288
HOMO level (alpha / beta) in eV: -9.13 / -9.76

Structure (ORCA input):
```
! wB97M-V def2-TZVPD RIJCOSX def2/J DEFGRID3
* xyz 1 4
Co -0.202 0.179 0.107
C 6.446 -1.299 1.788
C 6.007 -0.107 0.923
C 6.823 -0.110 -0.373
C 6.298 1.201 1.676
C 4.518 -0.212 0.656
C 3.980 -0.413 -0.613
C 2.609 -0.445 -0.777
N 1.745 -0.312 0.229
C 2.241 -0.166 1.477
C 3.605 -0.104 1.703
C 1.234 -0.059 2.559
C 1.543 -0.177 3.908
C 0.554 -0.070 4.879
C -0.753 0.113 4.421
C -0.992 0.221 3.068
N -0.027 0.155 2.151
C 0.851 -0.135 6.367
C 2.352 -0.201 6.657
C 0.282 1.132 7.031
C 0.177 -1.383 6.957
H 7.517 -1.231 1.985
H 6.253 -2.244 1.277
H 5.927 -1.316 2.747
H 7.874 0.054 -0.137
H 6.506 0.690 -1.045
H 6.746 -1.066 -0.894
H 7.373 1.299 1.832
H 5.820 1.229 2.656
H 5.960 2.066 1.101
H 4.608 -0.536 -1.483
H 2.175 -0.588 -1.761
H 3.961 0.042 2.713
H 2.564 -0.374 4.199
H -1.589 0.168 5.103
H -1.997 0.378 2.694
H 2.882 0.653 6.230
H 2.796 -1.125 6.281
H 2.507 -0.180 7.735
H 0.687 2.028 6.558
H 0.555 1.150 8.086
H -0.805 1.169 6.966
H 0.597 -2.290 6.520
H -0.899 -1.382 6.779
H 0.343 -1.417 8.035
C -1.870 -0.669 -0.642
C -1.437 -0.765 -2.037
C -1.398 0.371 -2.872
C -0.995 0.279 -4.193
C -0.616 -0.942 -4.733
C -0.630 -2.072 -3.924
C -1.027 -1.987 -2.602
H -2.128 -1.619 -0.179
H -2.622 0.104 -0.456
H -1.698 1.326 -2.462
H -0.986 1.171 -4.809
H -0.321 -1.016 -5.771
H -0.342 -3.030 -4.337
H -1.044 -2.876 -1.981
Cl -6.441 2.513 3.832
C -5.449 3.320 2.675
C -4.774 4.479 3.025
C -3.987 5.111 2.080
C -3.847 4.613 0.788
C -2.992 5.368 -0.206
C -1.524 5.486 0.264
N -0.748 4.305 -0.089
C 0.270 4.244 -1.006
C 0.630 2.933 -1.095
N -0.175 2.191 -0.270
C -0.995 3.046 0.316
O -3.539 6.661 -0.369
C -3.497 7.184 -1.699
C -4.208 6.338 -2.719
C -5.547 6.075 -2.687
Cl -6.659 6.630 -1.513
S -6.059 5.075 -3.991
C -4.455 4.982 -4.589
C -3.585 5.691 -3.825
C -4.545 3.450 0.464
Cl -4.444 2.741 -1.113
C -5.341 2.800 1.396
H -4.874 4.882 4.023
H -3.481 6.032 2.344
H -2.990 4.832 -1.156
H -1.475 5.647 1.340
H -1.078 6.349 -0.227
H 0.673 5.124 -1.476
H 1.393 2.483 -1.708
H -1.755 2.796 1.039
H -2.458 7.340 -2.015
H -3.979 8.158 -1.623
H -4.249 4.415 -5.483
H -2.527 5.765 -4.038
H -5.883 1.905 1.125
*
```

Löwdin atomic charge list, values in e, 5 entries: Co 0.66; C -0.03; C -0.56; C -0.06; C -0.04

DFT (wB97M-V/def2-TZVPD) results for a molecular structure, C41H45AuBN3O4Te at a distorted geometry.

Summary:
ΔE to the lowest compared entry with this formula, charge and spin in kcal/mol: 99.7
E_LUMO (alpha / beta) in eV: -4.88 / -4.87
Electronic energy in eV: -67563.246
HOMO level (alpha / beta) in eV: -10.30 / -10.29

Structure (ORCA input):
```
! wB97M-V def2-TZVPD RIJCOSX def2/J DEFGRID3
* xyz 1 2
Au -0.604 1.672 -1.124
C 3.512 3.643 -1.750
C 2.119 3.255 -2.179
O 1.663 2.131 -2.009
N 1.447 4.248 -2.794
C 0.063 4.167 -3.221
C -0.837 4.788 -2.184
C -1.427 6.033 -2.362
C -2.161 6.579 -1.320
C -2.252 5.884 -0.123
C -1.665 4.631 -0.048
N -0.992 4.100 -1.056
H 3.958 2.844 -1.164
H 3.482 4.553 -1.152
H 4.125 3.827 -2.631
H 1.901 5.145 -2.877
H -0.179 3.107 -3.336
H -0.041 4.674 -4.181
H -1.320 6.552 -3.303
H -2.642 7.538 -1.438
H -2.772 6.292 0.730
H -1.736 4.013 0.838
C 2.446 0.891 6.485
C 1.088 0.184 6.514
C 0.273 0.774 7.673
C 1.320 -1.317 6.747
C 0.328 0.319 5.205
C -0.957 -0.223 5.113
C -1.694 -0.234 3.943
C -1.104 0.334 2.834
O -1.568 0.483 1.558
B -0.578 1.137 0.867
O 0.496 1.404 1.688
C 0.168 0.898 2.915
C 0.903 0.900 4.080
H 2.947 0.747 7.440
H 2.323 1.960 6.324
H 3.090 0.483 5.709
H 0.856 0.719 8.590
H -0.656 0.235 7.833
H 0.034 1.817 7.477
H 1.844 -1.479 7.685
H 1.920 -1.733 5.939
H 0.378 -1.857 6.782
H -1.407 -0.658 5.991
H -2.675 -0.675 3.896
H 1.885 1.339 4.091
C 3.230 -7.259 -2.403
C 2.512 -5.950 -2.503
C 1.136 -5.902 -2.674
C 0.453 -4.694 -2.760
C -1.026 -4.675 -2.989
C 1.194 -3.529 -2.643
Te -0.126 -1.601 -2.486
N -1.521 -0.007 -2.209
C -2.258 -0.031 -3.311
O -2.044 -0.912 -4.169
C -3.366 0.940 -3.498
C -3.454 2.109 -2.748
C -4.433 3.048 -3.006
C -5.347 2.833 -4.027
C -5.294 1.652 -4.752
C -4.323 0.703 -4.485
C -0.269 -1.988 -0.410
C -1.465 -2.568 -0.003
C -1.628 -2.987 1.303
C -0.589 -2.826 2.204
C 0.578 -2.200 1.808
C 0.754 -1.756 0.502
C 1.994 -1.010 0.136
C 2.572 -3.525 -2.570
C 3.383 -2.273 -2.664
C 3.216 -4.756 -2.467
H 2.544 -8.090 -2.537
H 3.704 -7.358 -1.428
H 4.012 -7.326 -3.156
H 0.572 -6.820 -2.756
H -1.368 -5.646 -3.340
H -1.287 -3.922 -3.738
H -1.554 -4.441 -2.064
H -2.749 2.286 -1.952
H -4.470 3.949 -2.407
H -6.101 3.576 -4.246
H -6.017 1.466 -5.531
H -4.297 -0.224 -5.037
H -2.276 -2.666 -0.714
H -2.555 -3.448 1.609
H -0.696 -3.167 3.222
H 1.375 -2.049 2.523
H 2.171 -0.217 0.860
H 1.881 -0.550 -0.847
H 2.861 -1.666 0.141
H 2.730 -1.399 -2.696
H 3.974 -2.293 -3.579
H 4.073 -2.184 -1.828
H 4.292 -4.766 -2.375
*
```

Löwdin atomic charge list, values in e, 5 entries: Au 1.02; C 0.02; C -0.52; O -0.04; N 0.08